68
Properties=species:S:1:pos:R:3:forces:R:3 method="wB97M-V/def2-TZVPD" charge=+3 spin_multiplicity=6 energy_ha=-2089.25543 de_lowest_kj_mol=0.0
Ru -0.509 -0.291 -0.281 0.4 0.5 -1.0
P -1.268 0.285 -2.329 -1.5 1.6 -2.4
P -0.801 2.098 0.257 0.3 3.0 1.0
P 0.093 -2.504 -0.387 1.6 -4.4 0.3
H -2.501 0.192 1.590 0.2 0.0 -0.3
C -1.800 -0.619 1.376 0.7 -0.4 2.8
C -0.459 -0.543 1.924 -2.6 0.1 0.9
H -0.182 0.343 2.505 0.1 -0.4 -0.5
C -3.086 0.369 -2.135 -0.4 -0.3 -0.3
C -0.929 1.818 -3.304 0.0 -0.1 -0.1
C -0.966 -0.982 -3.617 0.0 -0.2 -0.1
C -0.483 2.652 1.983 -0.1 0.0 0.0
C 0.310 3.293 -0.598 -0.1 0.1 -0.1
C -2.491 2.824 0.030 0.1 -0.1 0.0
C 0.670 -3.467 1.073 0.2 -0.1 0.0
C 1.267 -3.058 -1.673 0.2 -0.1 -0.1
C -1.346 -3.535 -0.800 -0.5 0.1 0.1
H -2.276 -1.600 1.337 0.1 0.1 -0.2
H 0.004 -1.475 2.265 0.1 0.5 -0.5
H -3.553 0.190 -3.112 0.0 0.1 0.0
H -3.434 1.344 -1.767 0.3 -0.5 -0.1
H -3.416 -0.420 -1.447 0.1 0.5 -0.1
H -1.433 1.744 -4.278 0.1 -0.1 0.3
H 0.146 1.924 -3.503 -0.3 0.1 0.1
H -1.304 2.727 -2.815 0.1 -0.4 -0.1
H -1.470 -0.689 -4.551 0.1 0.0 0.3
H -1.331 -1.974 -3.321 0.2 0.3 0.0
H 0.111 -1.045 -3.827 -0.3 0.0 0.0
H -0.699 3.728 2.044 0.1 -0.3 0.1
H 0.566 2.472 2.249 -0.2 0.1 0.0
H -1.133 2.116 2.684 0.1 0.2 0.0
H -0.031 4.316 -0.370 0.2 -0.3 -0.1
H 0.308 3.148 -1.682 0.1 0.1 0.4
H 1.335 3.156 -0.227 -0.3 0.1 -0.1
H -2.607 3.738 0.631 0.2 -0.3 -0.2
H -3.237 2.094 0.369 0.0 0.2 -0.1
H -2.676 3.080 -1.020 0.0 0.0 0.3
H 0.765 -4.519 0.771 0.1 0.3 0.1
H -0.051 -3.419 1.897 0.1 0.0 -0.2
H 1.640 -3.104 1.429 -0.1 -0.1 0.0
H 1.207 -4.153 -1.761 0.1 0.3 0.0
H 2.293 -2.775 -1.413 -0.2 0.0 -0.1
H 1.007 -2.613 -2.638 0.1 -0.1 0.2
H -1.251 -4.574 -0.465 0.3 0.2 -0.2
H -1.514 -3.512 -1.880 0.0 -0.1 0.1
H -2.219 -3.100 -0.315 0.4 -0.3 -0.1
C -4.981 -3.289 -0.896 1.5 1.5 -0.3
C -6.250 -2.990 -1.422 -1.9 -0.5 -0.1
C -7.366 -3.666 -0.915 0.7 1.3 -1.4
C -7.209 -4.690 0.032 -0.5 -0.3 0.1
C -5.926 -5.029 0.482 2.3 0.2 0.1
C -4.803 -4.323 0.032 -0.8 -1.5 1.3
O -3.887 -2.486 -1.183 -2.0 -1.5 -1.0
H -3.814 -2.283 -2.153 -0.6 0.0 1.1
H -6.341 -2.235 -2.207 -0.1 -0.2 0.4
H -8.362 -3.419 -1.283 0.3 0.0 0.1
H -8.069 -5.261 0.394 0.2 0.3 -0.2
H -5.791 -5.867 1.171 -0.1 0.3 -0.2
H -3.802 -4.595 0.374 -0.4 0.2 -0.1
N 3.720 0.234 -0.027 -1.0 -0.2 -0.3
C 3.594 0.601 -1.363 -0.2 0.0 0.3
C 2.267 0.512 -1.686 0.4 -0.3 1.1
N 1.591 0.081 -0.545 1.1 0.2 0.4
C 2.486 -0.086 0.431 0.5 0.4 -0.7
H 4.563 0.181 0.543 -0.1 0.1 -0.4
H 4.437 0.912 -1.946 0.2 0.0 -0.1
H 1.738 0.725 -2.609 0.4 -0.1 0.3
H 2.294 -0.413 1.450 0.0 0.1 -0.4



20
Properties=species:S:1:pos:R:3:forces:R:3 method="wB97M-V/def2-TZVPD" charge=0 spin_multiplicity=2 energy_ha=-439.93338 de_lowest_kj_mol=151.7
C 0.577 -0.575 -1.868 0.1 1.0 -1.6
O -0.038 0.412 -2.692 -1.4 0.9 0.8
C -0.024 -0.922 -0.468 2.4 -1.6 -0.8
C -0.722 0.352 0.018 0.4 1.4 2.4
C 0.274 1.470 0.447 0.0 0.1 -1.1
O -1.594 0.763 -0.917 -1.2 -0.1 0.4
N 1.286 -1.285 0.262 -1.8 0.5 -0.6
H 1.565 -0.167 -1.707 0.6 0.0 0.2
H 0.715 -1.353 -2.627 -0.2 -0.7 1.0
H -0.624 -1.852 -0.605 -0.1 1.1 0.7
H -1.193 0.180 1.065 -0.2 0.0 -2.2
H 0.942 1.671 -0.376 0.6 -0.2 -0.4
H -0.150 2.485 0.591 -0.4 -1.0 0.5
H 0.859 1.101 1.277 0.1 0.4 0.4
H -0.552 1.096 -2.156 0.9 -1.0 -0.8
H 1.286 -1.149 1.272 -0.4 -0.2 -0.2
H 1.884 -0.583 -0.149 0.7 -0.2 0.7
H -1.346 -0.102 3.547 0.0 0.2 -0.4
H -1.544 -0.679 2.069 -0.1 0.0 0.8
O -1.600 -0.863 3.017 -0.1 -0.7 0.3



37
Properties=species:S:1:pos:R:3:forces:R:3 method="wB97M-V/def2-TZVPD" charge=0 smiles="O=C(O)OPP(=O)(O)O.c1ccccc1.c1ccccc1" energy_ha=-1639.14707
O 0.861 -1.396 0.256 -1.7 4.4 -0.9
C 0.240 -0.373 -0.050 1.2 -3.1 0.4
O -1.119 -0.521 -0.450 2.2 1.2 -0.5
O 0.750 0.972 0.015 -2.0 -2.3 1.0
P -0.587 1.902 0.616 -1.1 -0.3 -1.4
P 0.077 3.737 1.596 -0.3 4.4 1.7
O -0.626 4.924 0.932 2.0 -3.2 1.0
O 1.759 3.919 1.687 -2.4 -0.8 -0.2
O -0.537 3.678 3.206 1.4 -1.2 -2.7
H -1.254 -0.036 -1.304 0.0 -0.3 0.9
H -1.163 1.059 1.652 0.9 0.6 0.0
H 2.145 4.170 0.822 -0.5 0.0 0.5
H -0.766 2.737 3.370 0.3 0.7 0.3
C -4.763 -2.918 -1.551 -0.1 0.1 0.0
C -6.111 -2.752 -1.848 0.0 0.0 0.0
C -6.736 -1.535 -1.596 0.1 0.0 0.0
C -6.008 -0.479 -1.055 0.0 -0.1 0.0
C -4.658 -0.643 -0.762 0.0 -0.1 0.0
C -4.036 -1.864 -1.005 -0.1 0.0 0.0
H -4.277 -3.868 -1.744 0.0 0.1 0.0
H -6.677 -3.573 -2.276 0.0 0.1 0.0
H -7.789 -1.408 -1.821 0.1 0.0 0.0
H -6.494 0.472 -0.863 0.0 -0.1 0.0
H -4.091 0.181 -0.341 0.0 -0.1 0.0
H -2.986 -1.993 -0.771 -0.1 0.0 0.0
C 4.167 0.262 0.263 0.0 0.3 -0.1
C 5.314 0.984 -0.048 0.1 -0.1 0.0
C 6.555 0.354 -0.032 -0.1 -0.1 0.0
C 6.644 -0.999 0.286 -0.1 0.1 0.0
C 5.491 -1.717 0.592 0.1 0.1 0.0
C 4.255 -1.080 0.584 0.0 -0.4 0.1
H 3.200 0.752 0.254 0.1 -0.1 0.0
H 5.242 2.036 -0.303 0.0 -0.1 0.0
H 7.453 0.916 -0.268 -0.1 0.0 0.0
H 7.609 -1.493 0.294 -0.1 0.0 0.0
H 5.557 -2.772 0.838 0.0 0.1 0.0
H 3.355 -1.634 0.827 0.1 0.0 0.0



79
Properties=species:S:1:pos:R:3:forces:R:3 method="wB97M-V/def2-TZVPD" charge=0 spin_multiplicity=2 energy_ha=-2956.28062 de_lowest_kj_mol=1181.1
V 0.021 0.524 0.176 6.1 12.1 3.9
P 2.204 0.622 1.105 0.7 0.1 0.3
C 2.789 2.381 1.473 0.1 -0.5 -0.1
C 2.597 -0.301 2.678 0.4 0.3 -0.2
C 3.407 0.076 -0.226 0.2 0.3 0.5
C 1.690 3.318 1.958 0.0 0.1 0.2
H 3.091 2.730 0.485 0.2 0.0 -0.1
C 3.987 2.473 2.413 0.2 0.1 -0.1
H 3.686 2.381 3.454 -0.1 -0.1 0.1
H 4.450 3.454 2.301 0.0 0.1 0.0
H 4.756 1.731 2.224 0.1 -0.1 0.0
H 1.089 3.684 1.134 -0.3 0.0 0.0
H 2.147 4.179 2.447 0.1 0.1 0.0
H 1.031 2.842 2.680 -0.1 0.0 -0.1
H 3.199 0.839 -0.979 0.0 0.1 -0.1
C 3.070 -1.276 -0.843 -0.2 0.0 0.0
C 4.884 0.144 0.131 0.2 0.0 -0.1
H 5.260 1.162 0.160 0.0 0.1 0.1
H 5.463 -0.390 -0.623 0.1 0.0 0.0
H 5.096 -0.329 1.090 0.0 -0.1 0.1
H 2.051 -1.586 -0.627 0.5 0.2 -0.2
H 3.742 -2.058 -0.500 0.1 -0.1 0.2
H 3.174 -1.213 -1.926 0.0 -0.1 -0.1
C 1.637 0.118 3.787 -0.1 0.0 0.0
H 3.597 0.034 2.955 0.1 -0.1 0.1
C 2.648 -1.815 2.524 0.0 -0.1 -0.1
H 1.817 1.132 4.133 0.0 0.2 0.0
H 1.761 -0.546 4.643 0.0 0.0 0.1
H 0.606 0.054 3.456 -0.2 0.0 0.0
H 1.809 -2.196 1.953 -0.1 -0.1 0.0
H 2.613 -2.276 3.512 0.0 0.0 0.0
H 3.568 -2.143 2.049 0.1 0.0 -0.2
Cl -0.656 -1.274 1.475 1.0 -0.9 6.9
H -0.370 1.807 1.100 -0.4 0.7 0.8
H 0.618 -0.181 -1.165 1.6 0.2 -0.3
P -2.052 0.723 -0.967 -0.3 2.0 -0.8
C -1.864 0.925 -2.837 -0.3 0.0 0.4
C -3.345 -0.612 -0.803 -0.4 0.3 -0.7
C -2.815 2.361 -0.467 -0.4 -0.2 -0.5
C -0.700 0.149 -3.440 -0.1 -0.1 -0.1
H -1.619 1.984 -2.927 -0.1 0.2 0.0
C -3.131 0.646 -3.641 -0.1 0.1 -0.1
H -3.285 -0.421 -3.787 0.0 -0.1 0.1
H -3.027 1.090 -4.631 0.0 0.0 -0.1
H -4.034 1.053 -3.199 -0.1 0.1 0.1
H 0.249 0.621 -3.219 0.2 0.0 0.1
H -0.816 0.121 -4.524 0.0 0.0 -0.1
H -0.663 -0.879 -3.087 0.0 0.0 0.0
H -2.039 3.038 -0.830 0.1 0.0 -0.1
C -2.920 2.555 1.042 0.0 -0.2 0.3
C -4.127 2.730 -1.141 -0.2 0.3 -0.1
H -4.002 2.995 -2.186 0.0 0.0 -0.2
H -4.557 3.599 -0.640 -0.1 0.1 0.0
H -4.863 1.929 -1.074 -0.1 -0.1 0.0
H -2.388 1.788 1.596 0.1 0.1 0.1
H -3.953 2.562 1.378 -0.3 -0.1 -0.1
H -2.486 3.518 1.310 0.0 0.0 0.1
C -2.768 -1.957 -1.230 -0.9 -0.9 -0.5
H -4.121 -0.337 -1.518 -0.1 0.0 0.0
C -3.997 -0.691 0.571 -0.2 0.1 0.1
H -2.774 -2.090 -2.308 -0.1 0.1 -0.2
H -3.365 -2.761 -0.798 -0.2 -0.1 -0.1
H -1.746 -2.072 -0.883 -1.3 -0.7 -0.6
H -3.265 -0.784 1.367 0.0 0.0 0.3
H -4.641 -1.571 0.610 0.0 0.0 0.0
H -4.621 0.174 0.773 0.0 0.2 0.1
C -0.579 -3.811 0.238 -0.8 0.0 0.4
C 0.171 -2.606 -0.567 4.1 -16.1 -0.1
C 0.274 -3.224 -2.062 0.1 0.8 0.8
C -0.616 -0.686 -0.425 -13.1 -4.0 -5.2
H -1.651 -3.955 0.026 0.3 0.2 0.0
H -0.481 -3.744 1.345 -0.1 0.3 -0.9
H -0.114 -4.799 0.019 0.0 0.8 -0.4
H 1.109 -3.016 0.021 -0.8 2.2 -1.5
H -0.735 -3.319 -2.518 0.6 0.2 0.3
H 0.909 -2.593 -2.710 -0.3 -0.2 0.2
H 0.712 -4.245 -2.040 -0.2 0.7 0.2
H -0.015 -1.660 -0.594 1.0 1.8 -0.8
H -1.785 -0.834 0.149 3.3 -0.3 -1.9